Entry 1:
C4H9N2P | wB97M-V/def2-TZVPD

Calculated values
- multiplicity = 1
- relative energy (zero: lowest compared OMol25 entry of this formula, charge and spin) (kcal per mole) = 81.8
- molecular weight (g/mol) = 116.104
- HOMO (eV) = -7.6

Cartesian coordinates (Å):
1 C 1.14226 -0.94458 -3.17495
2 C 1.12975 -0.26403 -2.03198
3 C 0.36579 -0.32135 -0.81858
4 C 0.50006 0.62600 0.15943
5 N -0.32260 0.56641 1.30309
6 N -1.04962 -0.59052 1.61446
7 P -0.28949 1.85025 2.42142
8 H 1.75622 -0.77942 -4.05993
9 H 0.38575 -1.74748 -3.32436
10 H 1.81383 0.62014 -2.18075
11 H -0.31658 -1.08740 -0.84123
12 H 1.11175 1.41618 -0.00603
13 H -1.24135 -0.79060 2.58222
14 H -1.97941 -0.34668 1.25961
15 H -1.71370 2.44730 2.07957
16 H -0.54203 0.98811 3.54077

Löwdin atomic charge list, values in e, 6 entries: atom 1 (C): -0.033, atom 2 (C): -0.244, atom 3 (C): -0.114, atom 4 (C): -0.142, atom 5 (N): -0.564, atom 6 (N): 0.002

Entry 2:
C4H9N2P | wB97M-V/def2-TZVPD

Calculated values
- multiplicity = 1
- relative energy (zero: lowest compared OMol25 entry of this formula, charge and spin) (kcal per mole) = 135.9
- molecular weight (g/mol) = 116.104
- HOMO (spin up / spin down) (eV) = -7.0 / -7.0

Cartesian coordinates (Å):
1 C -2.41294 0.18788 0.50038
2 C -2.93298 0.36720 -0.92994
3 C 2.43335 -1.23063 -0.01481
4 C 3.48725 -0.34154 0.51360
5 N -3.05954 1.39841 0.11350
6 N 2.12176 0.15175 0.06540
7 P 1.08167 1.33595 -0.07556
8 H -2.96778 -0.51790 1.24923
9 H -1.39834 0.12658 0.49333
10 H -2.19084 0.23639 -1.63103
11 H -3.99793 -0.05101 -1.26128
12 H 2.59315 -1.44334 -1.05188
13 H 1.65234 -1.86356 0.61111
14 H 3.68551 -0.17355 1.48309
15 H 4.35572 -0.37317 -0.17217
16 H -2.45039 2.19053 0.10703

Löwdin atomic charge list, values in e, 6 entries: atom 1 (C): -0.255, atom 2 (C): -0.182, atom 3 (C): -0.214, atom 4 (C): -0.114, atom 5 (N): -0.046, atom 6 (N): -0.620

Entry 3:
C4H9N2S | wB97M-V/def2-TZVPD

Calculated values
- multiplicity = 1
- total charge = +1
- relative energy (zero: lowest compared OMol25 entry of this formula, charge and spin) (kcal per mole) = 68.6
- molecular weight (g/mol) = 117.197
- HOMO (spin up / spin down) (eV) = -13.2 / -13.2

Cartesian coordinates (Å):
1 C -2.13114 0.58549 -1.13772
2 C -1.40355 -0.22064 -0.22783
3 S -2.23891 -1.10511 0.88249
4 C 0.15717 -0.14485 -0.17288
5 N 0.78593 -1.25750 0.44610
6 C 1.06862 0.16121 0.95030
7 N 2.31890 0.66311 0.71470
8 H -3.13516 0.72492 -0.87076
9 H -1.52771 1.47246 -1.30147
10 H -2.11918 0.11184 -2.07717
11 H 0.41482 0.20536 -1.19428
12 H 1.70736 -1.58030 0.25545
13 H 0.07977 -1.97171 0.79200
14 H 0.50071 0.48902 1.79895
15 H 2.56145 0.99493 -0.27187
16 H 2.96091 0.87177 1.41400

Löwdin atomic charge list, values in e, 6 entries: atom 1 (C): -0.125, atom 2 (C): -0.702, atom 3 (S): 0.849, atom 4 (C): -0.237, atom 5 (N): 0.153, atom 6 (C): -0.246

Entry 4:
C4H9N2S2 | wB97M-V/def2-TZVPD

Calculated values
- multiplicity = 1
- total charge = +1
- relative energy (zero: lowest compared OMol25 entry of this formula, charge and spin) (kcal per mole) = 72.0
- molecular weight (g/mol) = 149.264
- HOMO (eV) = -13.6

Cartesian coordinates (Å):
1 H -0.25430 0.24968 -2.98684
2 N -0.01771 0.12546 -1.97271
3 C -0.75183 0.94974 -1.29282
4 C -0.35588 1.16742 0.17358
5 N 0.35733 0.12034 0.80249
6 C -0.21949 -1.16904 1.05154
7 C 1.80611 0.04725 0.16954
8 S 2.62435 1.39982 0.21579
9 S 2.19548 -1.50080 -0.48337
10 H -1.78341 1.31832 -1.53046
11 H -1.30695 1.46713 0.62867
12 H 0.28048 1.98868 0.18093
13 H 0.65994 0.38514 1.77927
14 H -0.83891 -1.11129 1.87639
15 H -0.60058 -1.62862 0.04694
16 H 0.63796 -1.72386 1.49406
17 H 3.37390 -1.06828 -0.79763

Löwdin atomic charge list, values in e, 6 entries: atom 1 (H): 0.099, atom 2 (N): 0.104, atom 3 (C): -0.145, atom 4 (C): -0.195, atom 5 (N): -0.220, atom 6 (C): -0.054

Entry 5:
C4H9N3 | wB97M-V/def2-TZVPD

Calculated values
- multiplicity = 1
- relative energy (zero: lowest compared OMol25 entry of this formula, charge and spin) (kcal per mole) = 57.1
- molecular weight (g/mol) = 99.137
- HOMO (eV) = -9.2

Cartesian coordinates (Å):
1 H 2.20539 -1.28747 0.59213
2 N 1.80536 -0.40882 0.92197
3 C 0.67535 -0.55121 1.54023
4 C 0.13918 -1.82094 1.95574
5 N -0.33114 -2.83347 2.22667
6 H 0.34975 0.28757 2.15760
7 C 0.32785 0.25564 -1.62946
8 C -0.91801 0.36429 -0.80987
9 N -1.27198 1.71670 -0.51235
10 H 1.19387 0.23447 -0.89716
11 H 0.36936 -0.69235 -2.15883
12 H 0.42797 1.06486 -2.34841
13 H -1.77152 -0.14564 -1.25854
14 H -0.59962 -0.20032 0.23360
15 H -2.09356 1.79157 0.07340
16 H -0.50825 2.22512 -0.08670

Löwdin atomic charge list, values in e, 6 entries: atom 1 (H): 0.076, atom 2 (N): 0.093, atom 3 (C): -0.296, atom 4 (C): -0.204, atom 5 (N): 0.163, atom 6 (H): 0.120

Entry 6:
C4H9N3 | wB97M-V/def2-TZVPD

Calculated values
- multiplicity = 1
- relative energy (zero: lowest compared OMol25 entry of this formula, charge and spin) (kcal per mole) = 90.2
- molecular weight (g/mol) = 99.137
- HOMO (eV) = -8.2

Cartesian coordinates (Å):
1 H -0.28416 -2.45245 -0.21179
2 N 0.12900 -1.52582 -0.11448
3 C -0.69669 -0.50597 -0.16246
4 C -2.19134 -0.58316 -0.25876
5 N 0.00661 0.59433 0.19172
6 N -0.50786 1.89138 0.12810
7 C 1.42536 0.05097 0.54136
8 C 2.50784 -0.16199 -0.23395
9 H -2.47783 -1.25550 -1.07013
10 H -2.61266 0.41219 -0.40289
11 H -2.59306 -0.99502 0.67163
12 H -0.31161 2.36477 1.00667
13 H 0.01918 2.38566 -0.59405
14 H 1.65748 0.53077 1.49083
15 H 2.42854 -0.73427 -1.15136
16 H 3.50120 -0.01589 0.16955

Löwdin atomic charge list, values in e, 6 entries: atom 1 (H): 0.061, atom 2 (N): 0.077, atom 3 (C): -0.437, atom 4 (C): -0.019, atom 5 (N): -0.163, atom 6 (N): 0.077

Entry 7:
C4H9N3 | wB97M-V/def2-TZVPD

Calculated values
- multiplicity = 1
- relative energy (zero: lowest compared OMol25 entry of this formula, charge and spin) (kcal per mole) = 130.5
- molecular weight (g/mol) = 99.137
- HOMO (eV) = -8.6

Cartesian coordinates (Å):
1 H 3.23419 -1.33500 -0.40703
2 N 2.35816 -0.65081 -0.54375
3 C 1.25559 -1.19616 -0.27368
4 N -0.10336 -0.56480 -0.50190
5 N -0.82204 -1.47414 0.26268
6 C -0.27626 0.84354 -0.08565
7 C 0.46430 1.78365 -0.54649
8 C -1.51957 1.13292 0.58746
9 H 1.11833 -2.28283 -0.27677
10 H -1.01486 -2.55303 -0.06411
11 H -0.35521 -1.57658 1.33869
12 H 0.37946 2.82899 -0.59096
13 H 1.50103 1.46267 -0.98919
14 H -1.81253 2.05844 0.16445
15 H -2.48860 0.65824 0.25966
16 H -1.91862 0.86492 1.66661

Löwdin atomic charge list, values in e, 6 entries: atom 1 (H): 0.112, atom 2 (N): 0.074, atom 3 (C): -0.273, atom 4 (N): -0.128, atom 5 (N): -0.113, atom 6 (C): -0.406

Entry 8:
C4H9N3 | wB97M-V/def2-TZVPD

Calculated values
- multiplicity = 1
- relative energy (zero: lowest compared OMol25 entry of this formula, charge and spin) (kcal per mole) = 34.6
- molecular weight (g/mol) = 99.137
- HOMO (eV) = -8.3

Cartesian coordinates (Å):
1 H -1.64454 -1.87499 1.05698
2 N -0.64787 -1.95132 0.83341
3 C -0.18309 -0.82607 0.39634
4 C 1.23410 -0.68017 0.05674
5 C 1.72073 0.20363 -0.83342
6 N 1.14207 0.77633 -1.93222
7 C -1.13605 0.44074 0.26100
8 N -1.68459 0.78821 1.57500
9 H 1.91746 -1.28577 0.64636
10 H 2.78312 0.44000 -0.76980
11 H 1.77966 1.03662 -2.68113
12 H 0.28141 0.34058 -2.25110
13 H -1.94717 0.13246 -0.40458
14 H -0.67500 1.33093 -0.16732
15 H -0.93652 1.17424 2.15079
16 H -2.00371 -0.04543 2.06295

Löwdin atomic charge list, values in e, 6 entries: atom 1 (H): 0.034, atom 2 (N): 0.105, atom 3 (C): -0.373, atom 4 (C): -0.089, atom 5 (C): -0.220, atom 6 (N): 0.059

Entry 9:
C4H9N3 | wB97M-V/def2-TZVPD

Calculated values
- multiplicity = 1
- total charge = +2
- relative energy (zero: lowest compared OMol25 entry of this formula, charge and spin) (kcal per mole) = 98.1
- molecular weight (g/mol) = 99.137
- HOMO (spin up / spin down) (eV) = -19.6 / -19.6

Cartesian coordinates (Å):
1 C -0.91458 0.98908 -2.63382
2 N -0.83630 1.17956 -1.43064
3 C 0.36611 0.33545 -0.34369
4 N 1.59128 0.51804 -0.56075
5 N -0.22006 -0.08358 0.83142
6 C -1.46504 0.24027 1.02099
7 C 0.34307 -1.17643 1.61832
8 H -0.40139 0.23999 -3.30266
9 H -1.55951 1.72719 -3.12648
10 H 2.13889 0.70923 -1.35063
11 H 2.13887 0.66075 0.31840
12 H -1.90791 -0.04059 2.03490
13 H -1.83035 1.11508 0.47798
14 H -0.64918 -1.52049 2.07125
15 H 1.05810 -0.77706 2.37039
16 H 0.85471 -1.83083 0.97356

Löwdin atomic charge list, values in e, 6 entries: atom 1 (C): 0.022, atom 2 (N): 0.128, atom 3 (C): -0.101, atom 4 (N): 0.334, atom 5 (N): -0.099, atom 6 (C): 0.283

Entry 10:
C4H9N3O | wB97M-V/def2-TZVPD

Calculated values
- multiplicity = 1
- relative energy (zero: lowest compared OMol25 entry of this formula, charge and spin) (kcal per mole) = 38.5
- molecular weight (g/mol) = 115.136
- HOMO (eV) = -8.3

Cartesian coordinates (Å):
1 H -3.36739 1.65446 -0.95585
2 N -3.29526 0.71511 -0.57906
3 C -2.10650 0.36649 -0.28441
4 N -0.97085 1.13558 -0.45056
5 N -1.91410 -0.92581 0.13251
6 C -0.76215 -1.37275 0.87436
7 H -0.15620 0.91932 0.09977
8 H -1.13158 2.12028 -0.58705
9 H -2.79008 -1.38106 0.33425
10 H -0.61691 -0.82569 1.81581
11 H 0.13864 -1.26855 0.26655
12 H -0.88945 -2.42770 1.10787
13 C 4.00688 0.12261 -0.61731
14 C 2.94479 0.45425 0.02810
15 O 1.98019 0.75057 0.60904
16 H 4.07061 0.25174 -1.67978
17 H 4.85935 -0.28883 -0.11426

Löwdin atomic charge list, values in e, 6 entries: atom 1 (H): 0.023, atom 2 (N): 0.079, atom 3 (C): -0.607, atom 4 (N): 0.139, atom 5 (N): -0.030, atom 6 (C): -0.110

Entry 11:
C4H9N3O | wB97M-V/def2-TZVPD

Calculated values
- multiplicity = 1
- relative energy (zero: lowest compared OMol25 entry of this formula, charge and spin) (kcal per mole) = 285.3
- molecular weight (g/mol) = 115.136
- HOMO (eV) = -7.9

Cartesian coordinates (Å):
1 C 2.05303 -1.13477 0.36623
2 C 0.02007 1.66147 -0.04300
3 C -1.17660 2.23707 0.02066
4 C -0.69711 -0.55323 -0.26825
5 H 1.18212 -1.02614 1.78749
6 H 3.56937 -0.52798 0.82159
7 H 1.93822 -2.58900 -0.13241
8 H 1.64189 -0.50632 -1.61493
9 H 0.96265 2.29114 0.14395
10 H -1.03195 3.40836 0.06368
11 H -2.10946 1.76429 0.24464
12 H -0.30542 -1.47188 -0.65495
13 H -3.48575 -1.68673 0.11418
14 N 1.63801 -0.17250 -0.56935
15 N 0.25924 0.28122 -0.22127
16 N -2.01498 -0.31971 0.02069
17 O -2.44330 -1.65527 -0.07895

Löwdin atomic charge list, values in e, 6 entries: atom 1 (C): -0.260, atom 2 (C): -0.174, atom 3 (C): -0.005, atom 4 (C): -0.235, atom 5 (H): 0.209, atom 6 (H): 0.156

Entry 12:
C4H9N3O | wB97M-V/def2-TZVPD

Calculated values
- multiplicity = 1
- relative energy (zero: lowest compared OMol25 entry of this formula, charge and spin) (kcal per mole) = 64.3
- molecular weight (g/mol) = 115.136
- HOMO (spin up / spin down) (eV) = -7.5 / -7.5

Cartesian coordinates (Å):
1 C -0.77191 0.19359 -1.42796
2 C -0.85952 0.49631 0.03604
3 C -1.79054 1.60356 0.41906
4 N -0.56784 -0.35925 0.99864
5 C 0.69348 -0.80428 0.88725
6 O 1.09039 -1.82890 1.69512
7 N 1.47616 -0.26818 -0.00205
8 N 2.54602 -0.99491 -0.46957
9 H -1.74344 0.32197 -1.90799
10 H -0.08037 0.89078 -1.90231
11 H -0.39465 -0.81163 -1.60644
12 H -2.32175 1.37575 1.34306
13 H -2.55981 1.77946 -0.33260
14 H -1.23750 2.53307 0.54936
15 H 0.36321 -2.00540 2.30466
16 H 3.30513 -0.38088 -0.73310
17 H 2.85293 -1.74105 0.14883

Löwdin atomic charge list, values in e, 6 entries: atom 1 (C): -0.053, atom 2 (C): -0.327, atom 3 (C): -0.038, atom 4 (N): 0.130, atom 5 (C): -0.516, atom 6 (O): 0.067

Entry 13:
C4H9N3O | wB97M-V/def2-TZVPD

Calculated values
- multiplicity = 1
- relative energy (zero: lowest compared OMol25 entry of this formula, charge and spin) (kcal per mole) = 121.7
- molecular weight (g/mol) = 115.136
- HOMO (eV) = -7.8

Cartesian coordinates (Å):
1 C -2.98882 -0.07373 0.06523
2 C -1.53811 -0.66194 -0.17060
3 N -0.30459 0.05315 0.13348
4 N -0.03535 1.22366 -0.26009
5 C 1.24459 1.44525 -0.26477
6 N 2.51112 0.77021 0.13417
7 C 2.73805 -0.68249 0.20783
8 O 2.17891 -1.51928 -0.49002
9 H -3.13718 0.00663 1.15720
10 H -3.68237 -0.96136 -0.22703
11 H -3.32971 1.00399 -0.42123
12 H -1.16936 -1.54231 0.65978
13 H -1.66896 -0.93430 -1.25462
14 H 0.61299 -0.62275 0.27920
15 H 1.68181 2.42185 -0.63886
16 H 3.28564 1.30152 0.38708
17 H 3.60133 -1.22811 0.70328

Löwdin atomic charge list, values in e, 6 entries: atom 1 (C): -0.137, atom 2 (C): -0.258, atom 3 (N): -0.178, atom 4 (N): 0.010, atom 5 (C): -0.186, atom 6 (N): 0.058

Entry 14:
C4H9N3O | wB97M-V/def2-TZVPD

Calculated values
- multiplicity = 1
- relative energy (zero: lowest compared OMol25 entry of this formula, charge and spin) (kcal per mole) = 100.7
- molecular weight (g/mol) = 115.136
- HOMO (eV) = -6.6

Cartesian coordinates (Å):
1 C -0.72605 1.03284 0.82102
2 C 1.74595 -0.07785 -0.73912
3 C 0.28378 -0.44345 -0.78176
4 N -1.94520 1.58585 1.24799
5 N -0.07195 -1.26195 -1.88251
6 C -0.03922 -0.85621 1.23086
7 N -0.71560 0.31796 -0.30663
8 O 0.99144 -0.83895 1.83875
9 H 0.15684 1.50634 1.25108
10 H -1.88464 2.54257 1.56447
11 H -2.69552 1.45234 0.58385
12 H 0.54972 -2.04937 -2.00693
13 H -1.03563 -1.56505 -1.84195
14 H -0.97083 -1.38689 1.19665
15 H 2.33578 -0.87151 -0.27167
16 H 2.11171 0.09030 -1.75454
17 H 1.90941 0.82304 -0.14957

Löwdin atomic charge list, values in e, 6 entries: atom 1 (C): -0.321, atom 2 (C): -0.033, atom 3 (C): -0.496, atom 4 (N): 0.050, atom 5 (N): 0.077, atom 6 (C): -0.172

Entry 15:
C4H9N3O | wB97M-V/def2-TZVPD

Calculated values
- multiplicity = 1
- relative energy (zero: lowest compared OMol25 entry of this formula, charge and spin) (kcal per mole) = 15.2
- molecular weight (g/mol) = 115.136
- HOMO (eV) = -9.5

Cartesian coordinates (Å):
1 H 0.88258 -1.31541 1.50295
2 N 1.57261 -0.62460 1.19850
3 C 1.06219 0.25202 0.40791
4 N 1.86103 1.20206 -0.14133
5 C -0.51900 0.31845 0.09850
6 C -1.30524 0.31066 1.40023
7 N -0.88643 -0.83184 -0.71358
8 C -0.46258 -0.74858 -2.01159
9 O -0.10374 -1.74161 -2.64239
10 H 1.62294 1.52383 -1.07077
11 H 2.84662 0.99549 -0.00596
12 H -0.72479 1.24640 -0.44673
13 H -1.16658 -0.62472 1.95313
14 H -1.00120 1.13757 2.04971
15 H -2.37793 0.40246 1.19755
16 H -0.77826 -1.75742 -0.31355
17 H -0.52221 0.25525 -2.46258

Löwdin atomic charge list, values in e, 6 entries: atom 1 (H): 0.033, atom 2 (N): 0.114, atom 3 (C): -0.458, atom 4 (N): 0.116, atom 5 (C): -0.322, atom 6 (C): -0.061

What are the largest force on an atom values for these records? In order: 6.1, 5.0, 4.8, 4.1, 2.9, 4.3, 6.3, 1.6, 6.5, 1.5, 5.9, 3.0, 6.4, 0.4, 2.7 eV Å⁻¹.